Entry from the Open Molecules 2025 dataset: a cluster of 2 separate species, C4H11NO2 in total (ωB97M-V/def2-TZVPD).

- ΔE to the lowest compared entry with this formula, charge and spin (kJ/mol) = 80.7
- energy (Eh) = -364.23745
- Kohn-Sham gap (eV) = 10.30
- largest force on an atom (hartree/bohr) = 0.045

Positions of all 18 atoms, in Å:
1 O -1.8899 0.3267 -0.5285
2 O -1.6734 -1.4790 0.7637
3 N 1.3440 -0.4270 -1.7772
4 C 2.2988 0.9968 0.1105
5 C 2.4938 -0.1455 -0.9054
6 C -1.5350 -0.2929 0.6059
7 C -1.3105 0.6464 1.7543
8 H 0.6035 -0.9322 -1.2740
9 H -1.0737 1.6485 1.4024
10 H 0.9047 0.4820 -1.9024
11 H 3.2475 1.5102 0.2578
12 H 2.8406 -1.0228 -0.3825
13 H -0.4638 0.2848 2.3421
14 H -1.8226 -0.2083 -1.3402
15 H 3.2769 0.1833 -1.5852
16 H 2.0128 0.6397 1.0947
17 H -2.1370 0.6229 2.4632
18 H 1.5447 1.7019 -0.2364

Atom charges from the Mulliken analysis, given in e for atoms 1 to 5: atom 1 (O): -0.46, atom 2 (O): -0.56, atom 3 (N): -0.69, atom 4 (C): -0.89, atom 5 (C): -0.35